This record from the OMol25 dataset describes a 10-piece molecular cluster, C85H182N10O10 overall in a non-equilibrium geometry. The level of theory is the ωB97M-V functional and the def2-TZVPD basis.

Computed properties:
relative energy (zero: lowest compared OMol25 entry of this formula, charge and spin)	1.4276	eV
gap between HOMO and LUMO	8.90	eV
E_tot	-126460.128	eV
spin multiplicity	1
highest occupied orbital energy	-8.40	eV
SMILES	CC1(C)CCCC(C)(C)N1O.CC1(C)CCCC(C)(C)N1O.CC1(C)CCCC(C)(C)N1O.CC1(C)CCCC(C)(C)N1O.CC1(C)CCCC(C)(C)N1O.CC1(C)CCCC(C)(C)N1O.CC1(C)CCCC(C)(C)N1O.CC1(C)CCCC(C)(C)N1O.CC1(C)CCCC(C)(C)N1O.COC[C@H](C)N

Each atom is followed by the atoms it is bonded to, with distances in Å.
Positions of all 287 atoms, in Å:
1 C -3.3089 -1.2304 5.6161  C2 1.533, H7 1.052, H8 1.098, H9 1.076
2 C -3.3912 -1.6483 4.1432  C1 1.533, C3 1.566, N6 1.476, H10 1.111
3 C -2.0172 -2.2315 3.6708  C2 1.566, O4 1.446, H11 1.074, H12 1.098
4 O -0.9842 -1.2407 3.8792  C3 1.446, C5 1.367
5 C 0.2983 -1.7099 3.9430  O4 1.367, H13 1.083, H14 1.087, H15 1.119
6 N -4.4854 -2.5930 3.8456  C2 1.476, H16 0.993, H17 1.015
7 H -2.5101 -0.5764 5.8174  C1 1.052
8 H -3.0364 -2.1675 6.1198  C1 1.098
9 H -4.2995 -0.9514 5.9291  C1 1.076
10 H -3.5928 -0.7419 3.5326  C2 1.111
11 H -2.0585 -2.5802 2.6553  C3 1.074
12 H -1.7426 -3.0612 4.3356  C3 1.098
13 H 0.4510 -2.4791 4.6905  C5 1.083
14 H 1.0605 -0.9375 4.0095  C5 1.087
15 H 0.5423 -2.1471 2.9419  C5 1.119
16 H -4.4295 -3.3476 4.4880  N6 0.993
17 H -5.4045 -2.1746 3.9423  N6 1.015
18 C 4.9279 4.0119 -3.9444  C19 1.543, H29 1.090, H30 1.116, H31 1.104
19 C 3.7990 3.2611 -3.2081  C18 1.543, C20 1.531, N24 1.500, C28 1.448
20 C 2.6334 3.0296 -4.1726  C19 1.531, C21 1.508, H32 1.121, H33 1.107
21 C 2.7816 2.0088 -5.2729  C20 1.508, C22 1.548, H34 1.069, H35 1.086
22 C 3.2485 0.6685 -4.6553  C21 1.548, C23 1.549, H36 1.098, H37 1.124
23 C 4.5082 0.8367 -3.7700  C22 1.549, N24 1.516, C26 1.598, C27 1.538
24 N 4.2605 1.9149 -2.7331  C19 1.500, C23 1.516, O25 1.456
25 O 5.4745 2.0263 -1.9374  N24 1.456, H47 0.929
26 C 4.7349 -0.5378 -2.9871  C23 1.598, H38 1.076, H39 1.094, H40 1.088
27 C 5.7395 1.0856 -4.6565  C23 1.538, H41 1.094, H42 1.100, H43 1.112
28 C 3.3194 4.0762 -2.1114  C19 1.448, H44 1.099, H45 1.079, H46 1.098
29 H 5.7462 4.2810 -3.2758  C18 1.090
30 H 4.5898 4.9466 -4.4530  C18 1.116
31 H 5.4451 3.3819 -4.6891  C18 1.104
32 H 1.7070 2.7250 -3.6206  C20 1.121
33 H 2.4433 4.0141 -4.6422  C20 1.107
34 H 3.5467 2.3013 -5.9604  C21 1.069
35 H 1.8374 1.9200 -5.8024  C21 1.086
36 H 3.4908 0.0122 -5.5018  C22 1.098
37 H 2.4219 0.2271 -4.0353  C22 1.124
38 H 5.7130 -0.6123 -2.5436  C26 1.076
39 H 3.8597 -0.7078 -2.3537  C26 1.094
40 H 4.6523 -1.3469 -3.7093  C26 1.088
41 H 5.4872 1.6877 -5.5348  C27 1.094
42 H 6.6052 1.4956 -4.1152  C27 1.100
43 H 6.0564 0.0621 -4.9548  C27 1.112
44 H 4.0518 4.4872 -1.4023  C28 1.099
45 H 2.6659 3.4844 -1.4892  C28 1.079
46 H 2.6250 4.8089 -2.5423  C28 1.098
47 H 5.2984 1.3106 -1.3725  O25 0.929
48 C 5.4280 3.5984 3.1293  C49 1.492, H59 1.090, H60 1.081, H61 1.076
49 C 4.6191 2.4183 2.7071  C48 1.492, C50 1.493, N54 1.477, C58 1.565
50 C 4.3274 2.5089 1.2458  C49 1.493, C51 1.536, H62 1.106, H63 1.110
51 C 3.7954 1.2449 0.5550  C50 1.536, C52 1.542, H64 1.102, H65 1.104
52 C 4.8014 0.0900 0.7307  C51 1.542, C53 1.509, H66 1.114, H67 1.090
53 C 5.1425 -0.0626 2.1930  C52 1.509, N54 1.513, C56 1.542, C57 1.547
54 N 5.5336 1.2633 2.8089  C49 1.477, C53 1.513, O55 1.505
55 O 5.7323 1.0176 4.2806  N54 1.505, H77 0.968
56 C 3.9359 -0.7254 2.8868  C53 1.542, H68 1.103, H69 1.065, H70 1.078
57 C 6.3687 -0.9952 2.3332  C53 1.547, H71 1.087, H72 1.104, H73 1.037
58 C 3.3367 2.3817 3.6036  C49 1.565, H74 1.073, H75 1.099, H76 1.071
59 H 4.8978 4.5050 2.8362  C48 1.090
60 H 6.3964 3.5430 2.6521  C48 1.081
61 H 5.5255 3.6802 4.1980  C48 1.076
62 H 3.5552 3.2842 1.0818  C50 1.106
63 H 5.2150 2.9110 0.7151  C50 1.110
64 H 3.6687 1.4754 -0.5150  C51 1.102
65 H 2.8607 0.8763 1.0116  C51 1.104
66 H 5.7681 0.2530 0.2021  C52 1.114
67 H 4.4241 -0.8511 0.3296  C52 1.090
68 H 2.9756 -0.2440 2.6350  C56 1.103
69 H 3.9902 -1.7555 2.6228  C56 1.065
70 H 4.1178 -0.7245 3.9498  C56 1.078
71 H 6.2879 -1.9837 1.8887  C57 1.087
72 H 7.1357 -0.4807 1.7285  C57 1.104
73 H 6.6474 -0.9892 3.3323  C57 1.037
74 H 2.7739 3.2567 3.3396  C58 1.073
75 H 3.7693 2.4310 4.6129  C58 1.099
76 H 2.6664 1.5508 3.5167  C58 1.071
77 H 6.5921 1.4449 4.3997  O55 0.968
78 C -5.9233 4.7923 3.0188  C79 1.531, H89 1.105, H90 1.118, H91 1.068
79 C -4.7083 5.1650 3.8721  C78 1.531, C80 1.475, N84 1.467, C88 1.546
80 C -5.1659 5.7892 5.1275  C79 1.475, C81 1.550, H92 1.097, H93 1.068
81 C -3.9704 6.1394 6.0493  C80 1.550, C82 1.517, H94 1.093, H95 1.070
82 C -3.2656 4.8428 6.4005  C81 1.517, C83 1.548, H96 1.087, H97 1.112
83 C -2.8026 4.0409 5.1604  C82 1.548, N84 1.532, C86 1.529, C87 1.576
84 N -4.0078 3.9248 4.2223  C79 1.467, C83 1.532, O85 1.425
85 O -3.5948 3.2763 3.0220  N84 1.425, H107 0.978
86 C -1.5069 4.6264 4.5988  C83 1.529, H98 1.107, H99 1.099, H100 1.091
87 C -2.5100 2.6148 5.7640  C83 1.576, H101 1.114, H102 1.034, H103 1.090
88 C -3.9071 6.1881 3.0353  C79 1.546, H104 1.112, H105 1.121, H106 1.064
89 H -6.6240 4.2428 3.6732  C78 1.105
90 H -5.7481 4.2269 2.0700  C78 1.118
91 H -6.3998 5.7307 2.8388  C78 1.068
92 H -5.7989 6.6590 4.9138  C80 1.097
93 H -5.7510 5.0427 5.6177  C80 1.068
94 H -4.4465 6.6763 6.8742  C81 1.093
95 H -3.2924 6.8173 5.5740  C81 1.070
96 H -3.9676 4.2829 7.0137  C82 1.087
97 H -2.4429 5.0200 7.1280  C82 1.112
98 H -0.7121 4.1702 5.2207  C86 1.107
99 H -1.2836 4.4040 3.5459  C86 1.099
100 H -1.4478 5.6999 4.7813  C86 1.091
101 H -2.0138 2.0169 4.9656  C87 1.114
102 H -1.8190 2.7111 6.5275  C87 1.034
103 H -3.4193 2.1876 6.1877  C87 1.090
104 H -4.5303 7.1082 2.9973  C88 1.112
105 H -3.7258 5.7574 2.0162  C88 1.121
106 H -3.0280 6.4576 3.5700  C88 1.064
107 H -4.0710 2.4249 3.0887  O85 0.978
108 C -6.1130 -4.3640 0.5796  C109 1.561, H119 1.098, H120 1.117, H121 1.066
109 C -6.3973 -3.0103 -0.1430  C108 1.561, C110 1.556, N114 1.430, C118 1.538
110 C -7.9238 -2.8792 -0.4141  C109 1.556, C111 1.522, H122 1.081, H123 1.051
111 C -8.3481 -1.5058 -0.9136  C110 1.522, C112 1.528, H124 1.072, H125 1.104
112 C -7.9036 -0.4492 0.0970  C111 1.528, C113 1.535, H126 1.110, H127 1.076
113 C -6.4266 -0.4912 0.5127  C112 1.535, N114 1.517, C116 1.564, C117 1.503
114 N -6.0837 -1.9481 0.7614  C109 1.430, C113 1.517, O115 1.462
115 O -4.6568 -1.9470 1.0798  N114 1.462, H137 0.977
116 C -5.5503 0.0950 -0.6420  C113 1.564, H128 1.067, H129 1.075, H130 1.102
117 C -6.0959 0.3112 1.7394  C113 1.503, H131 1.110, H132 1.107, H133 1.098
118 C -5.5918 -3.0843 -1.4516  C109 1.538, H134 1.112, H135 1.093, H136 1.079
119 H -6.3258 -4.1908 1.6433  C108 1.098
120 H -5.0471 -4.6863 0.4986  C108 1.117
121 H -6.6510 -5.1594 0.1175  C108 1.066
122 H -8.2025 -3.7093 -1.0477  C110 1.081
123 H -8.5523 -2.9865 0.4218  C110 1.051
124 H -9.4116 -1.5000 -1.0524  C111 1.072
125 H -7.8508 -1.3121 -1.8800  C111 1.104
126 H -8.3632 -0.6139 1.0941  C112 1.110
127 H -8.1661 0.5409 -0.2330  C112 1.076
128 H -5.6156 1.1576 -0.7143  C116 1.067
129 H -4.5160 -0.1654 -0.5041  C116 1.075
130 H -5.8702 -0.2730 -1.6304  C116 1.102
131 H -6.6147 1.2927 1.7427  C117 1.110
132 H -6.4176 -0.1469 2.6944  C117 1.107
133 H -5.0197 0.5162 1.8182  C117 1.098
134 H -5.6136 -4.0858 -1.9350  C118 1.112
135 H -4.5128 -2.9277 -1.3709  C118 1.093
136 H -5.9877 -2.4258 -2.2096  C118 1.079
137 H -4.6991 -2.3635 1.9622  O115 0.977
138 C 0.3857 3.1913 0.8692  C139 1.505, H149 1.078, H150 1.114, H151 1.125
139 C -0.4347 2.1362 0.1784  C138 1.505, C140 1.520, N144 1.490, C148 1.588
140 C -0.7622 2.5529 -1.2458  C139 1.520, C141 1.490, H152 1.080, H153 1.088
141 C -1.3201 1.3907 -1.9935  C140 1.490, C142 1.489, H154 1.108, H155 1.057
142 C -0.4609 0.1759 -1.9430  C141 1.489, C143 1.566, H156 1.119, H157 1.077
143 C -0.0965 -0.2697 -0.4869  C142 1.566, N144 1.455, C146 1.563, C147 1.509
144 N 0.3418 0.8705 0.3042  C139 1.490, C143 1.455, O145 1.452
145 O 0.4816 0.4953 1.6998  N144 1.452, H167 0.976
146 C -1.4313 -0.9189 0.0020  C143 1.563, H158 1.099, H159 1.114, H160 1.092
147 C 1.0998 -1.1879 -0.5286  C143 1.509, H161 1.139, H162 1.114, H163 1.081
148 C -1.7993 2.1571 0.9903  C139 1.588, H164 1.128, H165 1.115, H166 1.097
149 H 0.5394 3.0263 1.9230  C138 1.078
150 H -0.1864 4.1405 0.7604  C138 1.114
151 H 1.4078 3.3690 0.4342  C138 1.125
152 H -1.4647 3.3656 -1.1337  C140 1.080
153 H 0.1259 3.0622 -1.6141  C140 1.088
154 H -1.6703 1.6165 -3.0203  C141 1.108
155 H -2.2587 1.2613 -1.5257  C141 1.057
156 H 0.4987 0.2949 -2.5053  C142 1.119
157 H -0.8208 -0.7117 -2.4353  C142 1.077
158 H -2.2834 -0.3385 -0.3788  C146 1.099
159 H -1.4085 -1.9452 -0.4301  C146 1.114
160 H -1.4354 -1.0025 1.0911  C146 1.092
161 H 2.0006 -0.6267 -0.9432  C147 1.139
162 H 1.3282 -1.5580 0.4974  C147 1.114
163 H 1.0112 -2.0561 -1.1661  C147 1.081
164 H -2.0576 3.2353 1.1979  C148 1.128
165 H -1.7547 1.7492 2.0276  C148 1.115
166 H -2.6189 1.7134 0.4124  C148 1.097
167 H -0.4279 0.3582 2.0264  O145 0.976
168 C 6.3500 -3.2975 -1.0468  C169 1.655, H179 1.057, H180 1.097, H181 1.094
169 C 5.2515 -4.4664 -0.6381  C168 1.655, C170 1.523, N174 1.463, C178 1.489
170 C 3.8997 -4.2467 -1.3044  C169 1.523, C171 1.512, H182 1.109, H183 1.126
171 C 3.9024 -4.6475 -2.7627  C170 1.512, C172 1.510, H184 1.128, H185 1.098
172 C 4.4055 -6.0618 -2.9292  C171 1.510, C173 1.527, H186 1.147, H187 1.091
173 C 5.8198 -6.2443 -2.3839  C172 1.527, N174 1.442, C176 1.600, C177 1.528
174 N 5.6764 -5.8148 -1.0151  C169 1.463, C173 1.442, O175 1.452
175 O 7.0061 -5.9232 -0.4425  N174 1.452, H197 0.959
176 C 6.0839 -7.8200 -2.2999  C173 1.600, H188 1.080, H189 1.068, H190 1.097
177 C 6.8972 -5.6028 -3.2567  C173 1.528, H191 1.071, H192 1.104, H193 1.125
178 C 5.0788 -4.3404 0.8359  C169 1.489, H194 1.042, H195 1.094, H196 1.109
179 H 7.3243 -3.5972 -0.7674  C168 1.057
180 H 6.0652 -2.3089 -0.6659  C168 1.097
181 H 6.3899 -3.0215 -2.1043  C168 1.094
182 H 3.1017 -4.8972 -0.8918  C170 1.109
183 H 3.5906 -3.1637 -1.3264  C170 1.126
184 H 4.5454 -3.9642 -3.3882  C171 1.128
185 H 2.8946 -4.5804 -3.1937  C171 1.098
186 H 4.5189 -6.3781 -4.0261  C172 1.147
187 H 3.7214 -6.7639 -2.4509  C172 1.091
188 H 5.8228 -8.2885 -3.2369  C176 1.080
189 H 7.1072 -7.9664 -2.0312  C176 1.068
190 H 5.4360 -8.2778 -1.5429  C176 1.097
191 H 7.8290 -5.4571 -2.7481  C177 1.071
192 H 7.0987 -6.3365 -4.0568  C177 1.104
193 H 6.6024 -4.5847 -3.6348  C177 1.125
194 H 5.9418 -4.5423 1.3841  C178 1.042
195 H 4.3558 -5.1035 1.1394  C178 1.094
196 H 4.6076 -3.3907 1.1603  C178 1.109
197 H 6.8140 -6.6404 0.1641  O175 0.959
198 C -1.9919 -4.8943 -5.1239  C199 1.537, H209 1.089, H210 1.102, H211 1.055
199 C -1.0616 -3.8892 -4.4253  C198 1.537, C200 1.534, N204 1.502, C208 1.561
200 C 0.4187 -4.2888 -4.4727  C199 1.534, C201 1.474, H212 1.107, H213 1.090
201 C 1.0849 -4.0533 -5.7668  C200 1.474, C202 1.504, H214 1.078, H215 1.101
202 C 0.9286 -2.6211 -6.2002  C201 1.504, C203 1.506, H216 1.097, H217 1.073
203 C -0.4969 -2.1387 -6.2493  C202 1.506, N204 1.508, C206 1.500, C207 1.518
204 N -1.1015 -2.4667 -4.9067  C199 1.502, C203 1.508, O205 1.423
205 O -2.4847 -2.1546 -5.0250  N204 1.423, H227 0.940
206 C -0.5332 -0.6418 -6.3432  C203 1.500, H218 1.123, H219 1.096, H220 1.125
207 C -1.2082 -2.8202 -7.4045  C203 1.518, H221 1.088, H222 1.076, H223 1.134
208 C -1.5853 -3.7771 -2.9589  C199 1.561, H224 1.117, H225 1.114, H226 1.099
209 H -1.7668 -5.2185 -6.1386  C198 1.089
210 H -3.0014 -4.4622 -5.0325  C198 1.102
211 H -2.0590 -5.7505 -4.5116  C198 1.055
212 H 0.9310 -3.7185 -3.6737  C200 1.107
213 H 0.5636 -5.3359 -4.2061  C200 1.090
214 H 0.6941 -4.6170 -6.5984  C201 1.078
215 H 2.1591 -4.2480 -5.6256  C201 1.101
216 H 1.2280 -2.4914 -7.2477  C202 1.097
217 H 1.4476 -1.9426 -5.5507  C202 1.073
218 H 0.1167 -0.3187 -7.2002  C206 1.123
219 H -1.5518 -0.2818 -6.5278  C206 1.096
220 H -0.1005 -0.2455 -5.3829  C206 1.125
221 H -0.8552 -3.8439 -7.5123  C207 1.088
222 H -2.2759 -2.9110 -7.3100  C207 1.076
223 H -1.0228 -2.2159 -8.3456  C207 1.134
224 H -2.6982 -3.7767 -3.0569  C208 1.117
225 H -1.1460 -2.9817 -2.3150  C208 1.114
226 H -1.3693 -4.7460 -2.4869  C208 1.099
227 H -2.5950 -1.5279 -4.3329  O205 0.940
228 C 0.3253 -4.9912 -0.1651  C229 1.596, H239 1.075, H240 1.067, H241 1.109
229 C 0.2432 -6.4122 0.5565  C228 1.596, C230 1.575, N234 1.439, C238 1.535
230 C 0.8353 -6.3072 2.0127  C229 1.575, C231 1.514, H242 1.076, H243 1.077
231 C -0.0946 -5.7547 3.0714  C230 1.514, C232 1.529, H244 1.100, H245 1.091
232 C -1.4382 -6.4843 3.0464  C231 1.529, C233 1.555, H246 1.064, H247 1.080
233 C -2.0402 -6.4345 1.6133  C232 1.555, N234 1.500, C236 1.559, C237 1.481
234 N -1.0306 -7.0665 0.7023  C229 1.439, C233 1.500, O235 1.426
235 O -1.6569 -7.2076 -0.5714  N234 1.426, H257 0.974
236 C -3.1679 -7.5071 1.7087  C233 1.559, H248 1.116, H249 1.070, H250 1.124
237 C -2.4733 -5.0681 1.2393  C233 1.481, H251 1.118, H252 1.125, H253 1.106
238 C 1.1870 -7.3184 -0.2466  C229 1.535, H254 1.084, H255 1.152, H256 1.076
239 H 0.4053 -4.1623 0.5153  C228 1.075
240 H -0.4669 -4.7846 -0.8497  C228 1.067
241 H 1.2097 -4.9594 -0.8333  C228 1.109
242 H 1.0468 -7.3472 2.1905  C230 1.076
243 H 1.8056 -5.8408 1.9949  C230 1.077
244 H -0.2735 -4.7044 2.7974  C231 1.100
245 H 0.3058 -5.7168 4.0851  C231 1.091
246 H -2.0997 -6.0480 3.7558  C232 1.064
247 H -1.2810 -7.5306 3.2606  C232 1.080
248 H -3.6948 -7.7760 0.7622  C236 1.116
249 H -2.7848 -8.3850 2.1851  C236 1.070
250 H -3.9877 -7.1141 2.3703  C236 1.124
251 H -3.0196 -5.0456 0.2646  C237 1.118
252 H -3.0948 -4.6553 2.0817  C237 1.125
253 H -1.6199 -4.3696 1.1543  C237 1.106
254 H 2.1136 -6.7849 -0.4263  C238 1.084
255 H 0.7797 -7.6010 -1.2862  C238 1.152
256 H 1.4209 -8.2895 0.1542  C238 1.076
257 H -1.6582 -8.1568 -0.7890  O235 0.974
258 C -0.2293 8.9145 -1.8521  C259 1.530, H269 1.107, H270 1.090, H271 1.113
259 C -1.3735 8.9215 -0.8366  C258 1.530, C260 1.501, N264 1.527, C268 1.569
260 C -1.8914 7.5210 -0.6796  C259 1.501, C261 1.544, H272 1.128, H273 1.099
261 C -1.1150 6.6249 0.3096  C260 1.544, C262 1.523, H274 1.137, H275 1.097
262 C -0.8629 7.2995 1.6518  C261 1.523, C263 1.536, H276 1.109, H277 1.084
263 C -0.2370 8.6982 1.5414  C262 1.536, N264 1.534, C266 1.531, C267 1.547
264 N -1.1065 9.4891 0.5557  C259 1.527, C263 1.534, O265 1.423
265 O -0.6177 10.8160 0.3977  N264 1.423, H287 0.942
266 C -0.3488 9.3261 2.9332  C263 1.531, H278 1.104, H279 1.103, H280 1.037
267 C 1.2567 8.5057 1.1899  C263 1.547, H281 1.081, H282 1.108, H283 1.082
268 C -2.5885 9.7406 -1.3964  C259 1.569, H284 1.114, H285 1.089, H286 1.055
269 H -0.6364 8.3808 -2.7322  C258 1.107
270 H 0.6129 8.2951 -1.5437  C258 1.090
271 H 0.0972 9.9451 -2.1165  C258 1.113
272 H -2.8641 7.6067 -0.1151  C260 1.128
273 H -2.0721 6.9497 -1.6014  C260 1.099
274 H -0.1387 6.2350 -0.1224  C261 1.137
275 H -1.7079 5.7046 0.3750  C261 1.097
276 H -0.1516 6.7353 2.2880  C262 1.109
277 H -1.7791 7.3276 2.2307  C262 1.084
278 H 0.1801 8.7493 3.7125  C266 1.104
279 H -0.0246 10.3785 2.9931  C266 1.103
280 H -1.3260 9.3627 3.2775  C266 1.037
281 H 1.8873 7.9898 1.9005  C267 1.081
282 H 1.4127 7.8235 0.3304  C267 1.108
283 H 1.8500 9.2946 0.7457  C267 1.082
284 H -2.2252 10.7283 -1.7615  C268 1.114
285 H -3.4076 9.7539 -0.6784  C268 1.089
286 H -2.9600 9.2907 -2.2753  C268 1.055
287 H -1.4001 11.2863 0.6313  O265 0.942